[1]
DFT (the ωB97M-V functional and the def2-TZVPD basis) results for C22H37AsN4S3Si2TeZr as an isolated structure at a distorted geometry.

Last column: Löwdin charge in e.
Geometry (Å):
Zr 0.4849 1.2467 0.1670  0.375
S 0.6890 1.1710 2.6144  0.602
C 0.2840 2.8175 2.1476  -0.809
C -1.0633 3.2639 2.5325  -0.256
N -2.2008 3.3995 2.6167  0.168
C 1.1396 3.5953 1.3722  -0.767
S 2.4390 2.8611 0.4843  0.601
C 0.8787 5.0051 1.1818  -0.243
N 0.6768 6.1396 1.2553  0.191
C 0.1024 -3.4559 6.5665  -0.059
C 0.0999 -3.0534 5.1337  -0.269
C 1.2820 -2.6605 4.4607  0.003
C 1.2673 -2.2439 3.1164  -0.359
C 2.6113 -1.9671 2.4785  -0.116
C 0.0409 -2.0840 2.4793  -0.529
Te 0.1251 -1.5265 0.4184  0.824
C -1.1535 -2.4986 3.1401  -0.300
C -2.4609 -2.5130 2.3850  -0.093
C -1.0830 -2.9786 4.4265  -0.041
H 0.3994 -4.5170 6.6698  0.091
H -0.9065 -3.3799 7.0006  0.078
H 0.7399 -2.7950 7.1413  0.077
H 2.2273 -2.6919 4.9168  0.098
H 3.2691 -1.5570 3.2707  0.088
H 2.5960 -1.2502 1.6486  0.000
H 3.0141 -2.8910 2.0184  0.093
H -2.7354 -1.5737 1.9363  0.018
H -3.2500 -2.8255 3.0737  0.080
H -2.3624 -3.2303 1.5559  0.077
H -2.0078 -3.4096 4.8834  0.129
C 3.1713 -2.3313 -2.5714  -0.235
Si 2.6432 -0.7106 -3.2055  0.162
C 4.0626 0.4950 -3.0017  -0.226
C 2.4875 -0.9977 -5.0321  -0.238
As 0.5857 0.1562 -2.3353  0.503
Si 0.5169 2.3399 -3.3715  0.189
C 1.6561 2.5158 -4.9114  -0.211
C 0.9883 3.8116 -2.4002  -0.269
C -1.1779 2.5634 -4.1520  -0.257
H 3.6800 -2.9045 -3.3761  0.048
H 2.3513 -2.9445 -2.1305  0.031
H 3.9041 -2.1809 -1.7912  0.022
H 4.9810 -0.0099 -3.3635  0.044
H 4.1713 0.5924 -1.9161  0.020
H 3.9614 1.4647 -3.4448  0.001
H 2.1019 -2.0250 -5.1053  0.029
H 3.4405 -0.9116 -5.5471  0.038
H 1.7058 -0.4144 -5.5108  0.009
H 2.5554 1.9428 -4.8238  -0.032
H 1.8791 3.5829 -5.0025  0.029
H 1.1370 2.1718 -5.8662  0.055
H 2.0560 3.7603 -2.2318  0.013
H 0.3887 3.9488 -1.5018  -0.006
H 0.8057 4.6728 -3.0214  0.040
H -1.4235 1.5908 -4.6095  0.021
H -1.1555 3.2674 -5.0235  0.043
H -1.9651 2.8731 -3.4666  -0.008
C -4.6455 0.2593 1.9909  -0.038
N -3.6633 0.9727 1.1559  0.014
C -2.9901 0.7231 0.0425  -0.697
S -1.8522 1.9486 -0.5670  0.577
N -3.2315 -0.2980 -0.7918  -0.028
C -4.2142 -1.3481 -0.7168  -0.045
H -4.5560 0.7296 2.9574  0.093
H -4.4701 -0.7826 2.0932  0.040
H -5.7095 0.4685 1.6456  0.118
H -3.3553 1.8477 1.5064  0.046
H -2.5225 -0.4085 -1.5276  0.101
H -4.7715 -1.3265 -1.6521  0.097
H -4.9277 -1.1934 0.0861  0.070
H -3.7428 -2.3088 -0.6012  0.085

The calculation puts the electronic energy at -147050.805 eV. For the orbital gap, the calculation gives 6.281 eV.


[2]
DFT (the ωB97M-V functional and the def2-TZVPD basis) results for a 3-piece molecular cluster, C22H37ClFIN3O6PS overall at a distorted geometry.

Last column: Löwdin charge in e.
Geometry (Å):
O -2.5798 3.0021 2.8822  0.160
C -1.9857 2.9772 1.8550  -0.371
C -0.5960 2.5487 1.5658  -0.118
C 0.2540 1.6952 2.2365  -0.571
Cl -0.2257 0.8984 3.6841  0.750
C 1.5096 1.4657 1.6985  -0.033
C 1.9448 2.0987 0.5264  -0.135
C 3.3379 1.8371 0.0117  -0.131
C 3.9223 0.4606 0.3617  -0.290
C 3.0470 -0.6892 -0.1453  -0.635
I 2.7866 -2.2490 1.2984  0.773
C 1.0922 2.9844 -0.1555  -0.092
C 1.4778 3.7139 -1.4255  -0.109
C 1.2610 2.8915 -2.7209  -0.126
C 2.5166 2.3954 -3.4555  -0.188
F 3.6828 2.9947 -2.9817  -0.074
C -0.1723 3.1669 0.3911  -0.043
C -1.3103 4.0028 -0.1048  -0.377
O -1.2930 4.9460 -0.8324  0.153
N -2.5119 3.5369 0.5823  -0.035
P -3.5056 2.4643 -0.2677  0.107
O -4.4850 2.0656 0.9128  -0.180
O -2.6757 1.0898 -0.4336  -0.175
S -4.2464 3.1265 -1.8997  0.323
H 2.1502 0.7705 2.2270  0.088
H 3.3701 1.9534 -1.0668  0.090
H 3.9984 2.5945 0.4470  0.140
H 4.8948 0.3981 -0.1305  0.111
H 4.1147 0.3885 1.4324  0.077
H 3.4931 -1.1881 -1.0022  0.007
H 2.0372 -0.3619 -0.3808  0.037
H 0.8253 4.5813 -1.4867  0.102
H 2.4925 4.0986 -1.3421  0.119
H 0.6443 2.0257 -2.4663  0.111
H 0.6702 3.4910 -3.4119  0.113
H 2.4516 2.6417 -4.5163  0.115
H 2.6391 1.3129 -3.3811  0.108
H -4.9468 1.2265 0.7479  0.077
H -1.7953 1.2190 -0.8064  0.071
C -7.6248 -1.0585 5.7556  -0.107
O -6.5796 -0.1476 5.4789  -0.185
C -5.4852 -0.6726 4.7558  -0.207
C -5.6848 -0.7183 3.2364  -0.425
C -6.6059 -1.8387 2.7633  -0.067
N -6.1680 0.5591 2.6999  0.044
H -7.2364 -2.0655 5.9376  0.090
H -8.3585 -1.0990 4.9467  0.075
H -8.1295 -0.7100 6.6559  0.087
H -4.6494 -0.0011 4.9681  0.124
H -5.2162 -1.6646 5.1433  0.121
H -4.6951 -0.9013 2.8043  0.135
H -7.6539 -1.5986 2.9421  0.065
H -6.4894 -1.9918 1.6905  0.074
H -6.3779 -2.7797 3.2671  0.079
H -5.4934 1.2877 2.9209  0.068
H -6.9999 0.8205 3.2219  0.081
C 5.7178 -1.9201 -3.2987  -0.096
O 4.7773 -2.5065 -2.4183  -0.224
C 3.7522 -3.2680 -3.0300  -0.210
C 4.1467 -4.7056 -3.3877  -0.433
C 5.0359 -4.8160 -4.6220  -0.069
N 4.7874 -5.4058 -2.2730  0.044
H 5.2463 -1.6128 -4.2372  0.092
H 6.5470 -2.5960 -3.5183  0.078
H 6.1230 -1.0379 -2.8031  0.086
H 2.9482 -3.3135 -2.2895  0.113
H 3.3606 -2.7360 -3.9081  0.122
H 3.2118 -5.2304 -3.6076  0.136
H 6.0670 -4.5404 -4.3999  0.065
H 5.0480 -5.8446 -4.9800  0.077
H 4.6757 -4.1779 -5.4314  0.078
H 4.1513 -5.4444 -1.4820  0.071
H 5.5669 -4.8399 -1.9490  0.071

As for the structure (SMILES): O=C1c2c(Cl)cc(CCCI)c(CCCF)c2C(=O)N1P(O)(O)=S.COC[C@@H](C)N.COC[C@@H](C)N. The calculation puts the electronic energy at -83635.977 eV. For the orbital gap, the calculation gives 8.353 eV.


[3]
DFT (the ωB97M-V functional and the def2-TZVPD basis) results for C22H37ClNOsP as an isolated structure at a distorted geometry.

Last column: Löwdin spin population.
Geometry (Å):
C -2.8495 -1.4000 -2.4706  0.088
C -2.0956 -1.6132 -3.6820  0.051
C -1.6446 -0.3348 -4.1487  0.124
H -1.9657 -2.5865 -4.1888  0.003
C -2.1179 0.6682 -3.2387  0.079
C -2.8485 0.0104 -2.1974  0.082
H -3.4447 0.4959 -1.4105  0.013
H -3.4424 -2.1598 -1.9197  0.017
H -1.0977 -0.1571 -5.0971  0.017
H -1.9571 1.7602 -3.3170  0.005
Os -1.0143 -0.7450 -2.2555  1.521
Cl 0.0742 -2.7869 -1.6991  0.087
C 3.0315 -0.1595 -2.2950  0.076
C 2.3701 1.0301 -2.6842  0.228
C 1.5031 0.7090 -3.7619  0.308
H 2.5090 2.0206 -2.2493  0.008
C 1.5701 -0.7055 -3.9771  0.089
C 2.4989 -1.2410 -3.0547  0.362
H 2.8071 -2.2877 -2.9954  0.014
H 3.8140 -0.2514 -1.5324  -0.001
H 1.0214 1.4311 -4.4331  0.011
H 1.1515 -1.2660 -4.8281  -0.002
C -1.7750 -0.0389 3.2529  0.002
C -1.7511 0.0601 1.7115  0.003
C -2.4651 -1.1851 1.1497  0.013
C -2.5214 1.3177 1.2646  0.000
P 0.0122 0.1303 1.0151  0.095
N 0.0841 0.0816 -0.6093  0.611
C 0.7668 1.8204 1.2374  0.016
C 0.5539 2.3564 2.6581  0.003
C 2.2778 1.7678 0.9424  0.001
C 0.1624 2.8325 0.2317  0.009
C 1.0866 -1.2304 1.7538  0.029
C 2.2726 -1.5080 0.8217  0.007
C 1.6045 -0.8297 3.1435  0.005
C 0.3339 -2.5697 1.8529  0.002
H -2.8250 -0.0298 3.5901  0.000
H -1.2829 0.8046 3.7518  0.000
H -1.3413 -0.9728 3.6329  0.000
H -3.5498 -1.0995 1.3297  0.001
H -2.3022 -1.2792 0.0657  0.010
H -2.1288 -2.1136 1.6168  0.000
H -2.2649 2.1938 1.8746  0.000
H -2.3610 1.5410 0.1992  0.000
H -3.6044 1.1586 1.4056  0.000
H 0.9205 1.6787 3.4369  0.000
H 1.1196 3.2944 2.7661  0.001
H -0.4901 2.6064 2.8694  0.000
H 2.4599 1.3745 -0.0682  0.000
H 2.6731 2.7990 0.9788  0.001
H 2.8470 1.1909 1.6827  0.000
H 0.1711 2.4160 -0.7858  0.004
H -0.8586 3.1313 0.4966  0.000
H 0.7855 3.7426 0.2329  0.000
H 2.9430 -0.6522 0.7015  0.000
H 2.8600 -2.3384 1.2480  0.000
H 1.8934 -1.8298 -0.1568  0.005
H 0.8059 -0.5819 3.8519  0.000
H 2.1510 -1.6862 3.5639  0.002
H 2.3196 -0.0024 3.1063  0.000
H -0.4798 -2.5745 2.5845  0.000
H -0.0312 -2.8723 0.8611  0.001
H 1.0556 -3.3357 2.1739  0.000

As for the energy relative to the best compared isomer or geometry (same formula, charge and spin): 0.0 kcal per mole. The calculation puts the electronic energy at -49176.879 eV. The spin multiplicity is 5. Its expectation value of S² is 6.030. For the orbital gap (spin up / spin down), the calculation gives 5.557 / 6.112 eV.


Q: Look up the electronic energy of the third one.
A: -49176.879 eV


Q: Which of these has the highest electronic energy?
A: C22H37ClNOsP


Q: Number 2 is which compound?
A: C22H37ClFIN3O6PS